## w
C6H14NO | ωB97M-V/def2-TZVPD

```
22
Properties=species:S:1:pos:R:3:nbo_charge:R:1
C -0.652 2.228 0.884 -0.615
C 0.232 1.061 0.443 -0.202
C 1.240 0.664 1.519 -0.615
C -0.687 -0.144 0.155 -0.439
C -0.122 -1.378 -0.523 -0.145
N 0.826 -0.973 -1.661 -0.683
C -1.223 -2.216 -1.144 0.394
O -2.333 -2.217 -0.711 -0.415
H -0.622 2.320 1.963 0.228
H -1.708 2.104 0.602 0.222
H -0.360 3.181 0.431 0.237
H 0.774 1.267 -0.484 0.154
H 0.734 0.497 2.465 0.229
H 1.941 1.491 1.666 0.236
H 1.871 -0.174 1.205 0.187
H -1.620 0.146 -0.336 0.241
H -1.035 -0.447 1.142 0.257
H 0.524 -1.918 0.178 0.254
H 1.364 -0.156 -1.369 0.453
H 0.358 -0.757 -2.543 0.444
H 1.481 -1.733 -1.854 0.446
H -0.986 -2.844 -2.028 0.132
```

2S+1	1
net charge	+1
HOMO energy	-14.68	eV
SMILES string	CC(C)C[C@H]([NH3+])C=O
HOMO-LUMO gap	10.64	eV



## x
C6H14NO | ωB97M-V/def2-TZVPD

```
22
Properties=species:S:1:pos:R:3:nbo_charge:R:1
C 2.181 -1.749 1.230 -0.463
C 1.392 -1.568 0.183 -0.133
C -1.589 -0.252 1.332 -0.473
C -2.410 0.182 -0.914 -0.447
C 1.963 1.678 -0.976 -0.266
C 0.101 0.343 -0.475 0.232
N -1.328 0.503 0.060 -0.424
O 0.783 1.560 -0.240 -0.543
H 2.783 -2.681 1.287 0.250
H 2.576 -1.079 1.925 0.238
H 1.068 -2.166 -0.754 0.223
H -2.643 -0.350 1.678 0.249
H -1.155 -1.280 1.419 0.266
H -1.091 0.186 2.289 0.261
H -2.224 -0.863 -1.209 0.246
H -3.359 -0.009 -0.382 0.243
H -2.673 1.087 -1.551 0.263
H 2.391 0.658 -1.023 0.192
H 2.792 2.310 -0.567 0.231
H 1.629 2.044 -1.961 0.193
H 0.173 -0.085 -1.538 0.205
H -1.362 1.531 0.188 0.459
```

2S+1	1
net charge	+1
HOMO energy (alpha / beta)	-12.50 / -12.51	eV
HOMO-LUMO gap (alpha / beta)	8.90 / 8.90	eV



Decreasing stability: w, x



## w
C4H6N2OS | ωB97M-V/def2-TZVPD

```
14
Properties=species:S:1:pos:R:3:nbo_charge:R:1
C -1.065 0.220 3.389 -0.038
N -0.639 0.459 2.223 -0.298
N -1.156 -0.425 1.257 -0.322
C -0.627 -0.238 0.117 -0.057
S 0.601 0.983 -0.249 0.284
C 0.762 0.649 -2.030 -0.650
C 1.331 -0.724 -2.251 0.422
O 0.664 -1.665 -2.620 -0.514
H -0.742 0.824 4.173 0.177
H -1.802 -0.550 3.595 0.168
H -0.962 -0.872 -0.701 0.220
H -0.202 0.748 -2.527 0.239
H 1.432 1.424 -2.390 0.247
H 2.405 -0.834 -1.986 0.120
```

2S+1	1
net charge	0
HOMO energy	-9.20	eV
SMILES string	C=N/N=C\SCC=O
HOMO-LUMO gap	9.76	eV



## x
C4H6N2OS | ωB97M-V/def2-TZVPD

```
14
Properties=species:S:1:pos:R:3:nbo_charge:R:1
N -1.770 0.352 -1.963 -0.816
C -1.386 1.408 -1.140 0.309
N -0.439 1.446 -0.306 -0.483
C 0.131 0.266 -0.220 0.013
C 1.071 0.052 0.788 -0.326
C 1.717 -1.281 0.996 0.314
O 1.571 -2.242 0.191 -0.563
S 2.384 -1.750 2.506 0.011
H -1.848 -0.453 -1.251 0.384
H -2.838 0.391 -2.179 0.391
H -1.892 2.368 -1.340 0.172
H 0.161 -0.316 -1.242 0.219
H 1.417 0.737 1.554 0.222
H 1.720 -0.981 3.607 0.153
```

2S+1	1
net charge	0
HOMO energy	-9.00	eV
SMILES string	N/C=N\C=C\C(=O)S
HOMO-LUMO gap	8.39	eV



## y
C4H6N2OS | ωB97M-V/def2-TZVPD

```
14
Properties=species:S:1:pos:R:3:nbo_charge:R:1
C -2.323 -1.297 0.009 0.095
C 0.798 -0.894 0.156 -0.241
C -0.263 -0.145 0.191 -0.023
C 2.190 -0.693 0.638 -0.609
N -3.395 -1.536 -0.337 -0.469
N -1.410 1.539 -1.133 -1.035
O 0.539 2.240 0.494 -0.897
S -0.769 1.512 0.477 1.402
H 0.743 -1.866 -0.106 0.256
H 2.856 -0.957 -0.055 0.228
H 2.445 -1.245 1.491 0.237
H 2.297 0.301 0.808 0.236
H -1.831 2.404 -1.337 0.395
H -1.876 0.638 -1.295 0.424
```

2S+1	1
net charge	0
HOMO energy	-10.17	eV
HOMO-LUMO gap	8.24	eV



## z
C4H6N2OS | ωB97M-V/def2-TZVPD

```
14
Properties=species:S:1:pos:R:3:nbo_charge:R:1
O -2.357 1.580 0.017 -0.505
C -1.143 1.343 -0.032 0.412
C -0.605 -0.051 0.090 -0.357
S -1.942 -1.276 0.147 0.052
C 0.359 0.069 1.209 -0.006
N 1.629 -0.004 0.984 -0.179
N 1.754 0.096 -0.419 -0.460
C 0.467 -0.329 -1.008 -0.236
H -0.422 2.222 -0.040 0.154
H -1.158 -2.231 0.685 0.124
H 0.029 0.281 2.232 0.215
H 2.543 -0.414 -0.804 0.370
H 0.554 -1.425 -1.108 0.199
H 0.293 0.138 -1.953 0.219
```

2S+1	1
net charge	0
HOMO energy	-9.14	eV
SMILES string	O=C[C@]1(S)C=NNC1
HOMO-LUMO gap	9.48	eV



Decreasing stability: z, w, x, y



## w
C4H6N2OS | ωB97M-V/def2-TZVPD

```
14
Properties=species:S:1:pos:R:3:nbo_charge:R:1
C -2.207 1.018 0.716 -0.425
N -0.791 0.911 0.512 -0.894
S -0.164 -0.023 -0.527 1.868
O -0.737 -0.195 -1.847 -0.918
C 1.560 0.526 -0.599 -0.430
C 2.376 -0.443 -0.220 -0.017
N 1.834 -1.680 0.178 -0.423
C 0.597 -1.783 0.120 -0.031
H -2.375 1.935 1.281 0.208
H -2.599 0.177 1.298 0.182
H -2.751 1.074 -0.232 0.196
H 1.788 1.519 -0.918 0.255
H 3.453 -0.400 -0.160 0.218
H 0.016 -2.637 0.398 0.212
```

2S+1	1
net charge	0
HOMO energy	-8.94	eV
SMILES string	CN=[S@@]1(=O)C=CN=C1
HOMO-LUMO gap	8.52	eV



## x
C4H6N2OS | ωB97M-V/def2-TZVPD

```
14
Properties=species:S:1:pos:R:3:nbo_charge:R:1
O 0.545 1.135 -1.729 -0.561
N 0.683 -0.230 -1.915 -0.109
C 1.102 -0.913 -0.927 -0.014
C 1.355 -0.589 0.481 -0.243
C 0.612 0.193 1.240 -0.225
C -0.571 0.954 0.778 0.065
N -1.774 0.573 0.588 -0.556
S -2.298 -0.994 0.895 0.177
H 0.017 1.374 -2.493 0.483
H 1.326 -1.951 -1.268 0.209
H 2.203 -1.085 0.915 0.222
H 0.822 0.268 2.364 0.232
H -0.463 2.060 0.582 0.204
H -3.557 -0.795 0.490 0.115
```

2S+1	1
net charge	0
HOMO energy	-8.86	eV
SMILES string	O\N=C/C=C\C=N/S
HOMO-LUMO gap	9.38	eV



## y
C4H6N2OS | ωB97M-V/def2-TZVPD

```
14
Properties=species:S:1:pos:R:3:nbo_charge:R:1
C -0.915 0.618 0.474 0.207
C -0.004 -0.092 -1.087 0.142
C -0.706 0.108 1.788 -0.716
C 1.095 -1.013 -1.240 -0.580
N -1.683 1.434 -0.082 -0.136
N -0.615 0.615 -1.941 -0.112
O -1.489 1.472 -1.443 -0.173
S 2.245 -0.602 0.131 -0.007
H -1.242 -0.907 1.880 0.253
H 0.427 0.046 2.071 0.257
H -1.062 0.741 2.631 0.245
H 0.672 -2.110 -1.228 0.247
H 1.581 -0.933 -2.152 0.240
H 1.696 0.622 0.199 0.132
```

2S+1	1
net charge	0
HOMO energy	-9.65	eV
HOMO-LUMO gap	10.30	eV



Decreasing stability: x, w, y



## w
C2H4ClNO3 | ωB97M-V/def2-TZVPD

```
11
Properties=species:S:1:pos:R:3:nbo_charge:R:1
O 1.385 0.874 0.496 -0.533
C 2.075 1.653 0.038 1.019
O 2.886 2.312 -0.381 -0.487
N -1.521 -0.744 1.040 -0.814
C -1.708 -2.089 1.229 0.508
O -2.113 -2.592 2.270 -0.590
H -1.121 -0.456 0.182 0.387
H -1.137 -0.349 1.901 0.399
H -1.850 -2.717 0.324 0.110
Cl 2.092 2.323 -3.593 -0.240
H 1.011 1.786 -3.506 0.240
```

2S+1	1
net charge	0
HOMO energy	-10.01	eV
SMILES string	O=C=O.NC=O.Cl
HOMO-LUMO gap	10.09	eV



## x
C2H4ClNO3 | ωB97M-V/def2-TZVPD

```
11
Properties=species:S:1:pos:R:3:nbo_charge:R:1
C 1.676 0.402 0.082 0.521
C -1.155 0.396 0.652 -0.280
N 0.214 0.021 -1.273 0.146
O 1.759 1.475 0.529 -0.484
O -0.079 -1.278 -0.952 -0.591
O -0.666 0.885 -0.591 -0.383
Cl 2.700 -0.884 0.551 0.010
H -1.382 1.208 1.293 0.207
H -0.512 -0.326 1.001 0.187
H -2.061 -0.193 0.410 0.182
H -0.493 -1.706 -1.701 0.486
```

2S+1	1
net charge	0
HOMO energy (alpha / beta)	-9.15 / -9.15	eV
HOMO-LUMO gap (alpha / beta)	9.28 / 9.28	eV



Decreasing stability: w, x



## w
C2HAgFO | ωB97M-V/def2-TZVPD

```
6
Properties=species:S:1:pos:R:3:lowdin_spin:R:1
H 0.656 -2.702 0.038 -0.004
O 1.138 -1.749 -0.228 0.214
C -0.469 -0.203 0.633 0.375
C 0.214 -1.262 0.580 0.393
Ag -0.167 1.389 -0.669 0.016
F -2.177 1.244 -0.282 0.007
```

2S+1	2
net charge	0
HOMO energy (alpha / beta)	-8.78 / -8.64	eV
HOMO-LUMO gap (alpha / beta)	7.19 / 5.81	eV
<S²>	0.762



## x
C2HAgFO | ωB97M-V/def2-TZVPD

```
6
Properties=species:S:1:pos:R:3:lowdin_spin:R:1
H -0.561 0.729 -1.300 -0.005
O -0.747 1.165 0.254 0.358
C 0.187 0.543 -0.368 0.174
C 0.594 -0.715 0.101 0.380
F 1.012 -1.523 -0.930 0.111
Ag -0.485 -0.199 2.242 -0.017
```

2S+1	2
net charge	0
HOMO energy (alpha / beta)	-8.53 / -8.92	eV
HOMO-LUMO gap (alpha / beta)	7.26 / 7.70	eV
<S²>	0.764



Decreasing stability: x, w



## w
C9H15PS | ωB97M-V/def2-TZVPD

```
26
Properties=species:S:1:pos:R:3:nbo_charge:R:1
C -0.680 3.909 1.956 -0.245
C -1.323 2.956 1.052 -0.406
C 0.295 3.376 2.748 -0.410
C -0.765 1.740 1.171 -0.108
C 1.027 -0.182 -0.663 -0.644
C 0.808 -2.553 -1.548 -0.623
C -0.294 -0.688 -2.545 -0.626
C -0.462 -2.240 1.355 -0.984
C 0.146 -1.229 -1.245 -0.310
P -1.335 -1.264 0.046 0.672
S 0.424 1.655 2.424 0.341
H -0.960 4.943 2.001 0.222
H -2.074 3.127 0.315 0.236
H 0.930 3.901 3.448 0.241
H 0.476 0.722 -0.381 0.242
H 1.664 -0.517 0.132 0.213
H 1.554 0.226 -1.541 0.204
H 1.196 -3.157 -0.685 0.212
H 1.567 -2.401 -2.396 0.222
H -0.035 -3.231 -1.898 0.210
H 0.548 -0.270 -3.093 0.211
H -0.864 -1.514 -3.053 0.210
H -1.120 0.000 -2.497 0.221
H 0.097 -3.014 0.953 0.224
H -1.101 -2.683 2.082 0.237
H 0.280 -1.609 1.861 0.238
```

2S+1	1
net charge	0
HOMO energy (alpha / beta)	-7.91 / -8.98	eV
HOMO-LUMO gap (alpha / beta)	6.81 / 8.38	eV



## x
C9H15PS | ωB97M-V/def2-TZVPD

```
26
Properties=species:S:1:pos:R:3:nbo_charge:R:1
S -4.855 0.532 -1.025 0.093
C -3.644 -0.312 -0.409 0.004
C -2.846 -1.046 0.277 -0.407
C -1.896 -0.754 1.423 -0.410
C -0.667 0.050 1.076 -0.416
C 0.316 -0.839 0.270 -0.505
C 1.839 -0.674 0.613 -0.404
C 2.077 0.844 0.494 -0.419
C 2.249 0.990 -1.082 -0.395
C 0.893 1.190 -1.806 -0.672
P 0.199 -0.535 -1.517 0.525
H -3.020 -2.057 0.131 0.255
H -2.540 -0.187 2.171 0.229
H -1.701 -1.854 1.786 0.219
H -0.771 0.829 0.378 0.219
H -0.092 0.446 2.071 0.207
H -0.080 -1.806 0.553 0.225
H 2.278 -1.410 -0.030 0.225
H 1.925 -1.035 1.696 0.202
H 2.948 1.081 0.928 0.207
H 1.351 1.584 0.734 0.213
H 2.882 1.852 -1.472 0.206
H 2.767 0.111 -1.497 0.202
H 0.409 2.032 -1.506 0.209
H 1.225 1.267 -2.780 0.227
H -1.246 -0.297 -1.476 -0.038
```

2S+1	1
net charge	0
HOMO energy	-8.21	eV
SMILES string	S=C=CCC[C@@H]1CCCCP1
HOMO-LUMO gap	8.10	eV



Decreasing stability: x, w